[1]
The following is a DFT calculation (the ωB97M-V functional and the def2-TZVPD basis) of C16H32FIO2 in the gas phase at a distorted geometry.

Calculated values
Strongest force on any atom = 3.524 eV/Å
HOMO = -0.3417 Eh
SMILES string = CCCCCCCCCCCC[C@@H](F)O[C@H](I)COC
Gap between HOMO and LUMO = 9.78 eV
E = -1176.5621 hartree

CARTESIAN COORDINATES (ANGSTROEM)
I: -3.048 0.310 3.678
F: -1.986 -2.368 1.763
O: -4.573 2.027 0.272
O: -4.155 -1.268 1.232
C: 0.141 0.247 -2.137
C: -4.943 1.108 1.359
C: 3.703 -0.196 1.809
C: 2.399 1.846 -2.098
C: 3.299 2.142 0.503
C: 3.413 -1.608 1.023
C: -0.200 -1.389 -2.182
C: 2.358 2.718 -0.710
C: -5.776 2.433 -0.519
C: 2.595 1.001 1.447
C: -3.649 0.070 1.576
C: -2.505 -1.800 -0.743
C: 4.340 -2.873 1.514
C: 1.799 0.325 -1.985
C: -3.090 -2.168 0.761
C: -0.850 -1.948 -0.777
H: 4.796 0.142 1.499
H: -0.834 -1.614 -3.140
H: 2.253 -1.888 0.990
H: -2.964 -2.569 -1.521
H: -6.379 1.496 -0.914
H: 3.704 -1.414 -0.118
H: 4.414 -2.855 2.695
H: 2.286 1.480 2.492
H: -0.319 -1.358 0.102
H: 1.813 2.442 -2.936
H: -6.417 3.133 0.173
H: 1.230 2.925 -0.390
H: -5.946 0.498 1.154
H: 3.911 -3.909 1.106
H: -2.754 0.434 0.910
H: -5.357 3.046 -1.453
H: -0.222 0.786 -3.112
H: -0.627 -3.119 -0.726
H: 1.590 0.554 1.005
H: 3.512 1.744 -2.491
H: 2.793 3.795 -0.983
H: 3.730 -0.429 2.969
H: 5.411 -2.740 1.013
H: -5.119 1.764 2.334
H: -3.595 -3.243 0.645
H: -0.374 0.699 -1.160
H: 4.362 1.785 0.122
H: 2.051 -0.240 -0.991
H: -2.869 -0.728 -1.100
H: 3.528 3.071 1.217
H: 0.828 -1.979 -2.320
H: 2.290 -0.321 -2.860



[2]
The following is a DFT calculation (the ωB97M-V functional and the def2-TZVPD basis) of a molecular structure, C18H13CdF3N2O2.

Calculated values
Strongest force on any atom = 0.465 eV/Å
HOMO = -0.2832 Eh
Gap between HOMO and LUMO = 6.91 eV
E = -1421.0240 hartree

CARTESIAN COORDINATES (ANGSTROEM)
Cd: -1.846 0.581 1.627
F: -1.321 1.736 4.302
F: -3.310 2.253 3.616
F: -2.911 0.274 4.404
O: -2.169 2.449 0.110
O: -1.897 -1.465 0.908
N: -0.271 0.594 0.032
N: 0.514 -0.331 -0.348
C: -0.037 -4.418 0.200
C: 0.520 4.466 -1.398
C: 0.305 -1.624 -0.046
C: 3.394 -4.315 -1.254
C: 1.196 -3.920 -0.335
C: -0.907 -2.158 0.512
C: 1.523 3.514 -1.453
C: -3.246 3.381 0.126
C: 2.219 -4.796 -0.731
C: 1.366 -2.530 -0.469
C: 2.578 -2.060 -1.003
C: 1.287 2.229 -0.990
C: -1.029 -3.593 0.588
C: -0.727 4.139 -0.879
C: 3.567 -2.934 -1.390
C: -2.387 1.243 3.612
C: 0.049 1.880 -0.467
C: -0.960 2.856 -0.417
H: -3.009 4.242 0.751
H: -1.503 4.889 -0.840
H: 2.064 -5.862 -0.615
H: 2.495 3.771 -1.852
H: 0.697 5.472 -1.755
H: -4.097 2.855 0.549
H: 2.724 -0.995 -1.107
H: -0.159 -5.492 0.288
H: 4.491 -2.547 -1.800
H: 2.059 1.475 -1.024
H: 4.179 -4.996 -1.556
H: -3.483 3.706 -0.888
H: -1.960 -3.970 0.992



[3]
The following is a DFT calculation (the ωB97M-V functional and the def2-TZVPD basis) of 9 unconnected molecules or ions with the total composition C28H81N7O9 at a distorted geometry.

Calculated values
Strongest force on any atom = 1.940 eV/Å
HOMO = -0.3294 Eh
SMILES string = COC[C@H](C)N.COC[C@H](C)N.COC[C@H](C)N.COC[C@H](C)N.COC[C@H](C)N.COC[C@H](C)N.COC[C@H](C)N.O.O
Gap between HOMO and LUMO = 9.24 eV
E = -2175.7182 hartree

CARTESIAN COORDINATES (ANGSTROEM)
O: -4.004 2.998 1.053
O: 6.871 2.312 -1.258
O: -3.950 -1.368 -2.830
O: -0.869 1.985 3.901
O: -1.164 -1.234 -2.655
O: 3.210 -6.743 -0.138
O: 1.134 1.888 0.854
O: -1.936 -4.850 -0.790
O: 0.635 3.872 -3.761
N: 1.043 -4.645 -2.279
N: -5.724 0.599 -1.205
N: -1.417 6.797 -2.854
N: 3.531 0.888 -1.016
N: -2.221 -3.117 2.399
N: -1.472 -0.625 0.407
N: -1.789 -0.613 4.964
C: -1.743 0.673 5.672
C: 8.088 2.003 -1.858
C: -1.815 -4.222 1.520
C: -0.890 5.793 -3.826
C: 4.677 1.724 -0.598
C: -2.251 -5.557 2.107
C: 0.126 2.906 3.489
C: -2.467 -4.659 -2.073
C: 0.100 6.489 -4.752
C: -5.054 2.342 0.373
C: 2.084 -6.435 -0.936
C: -0.300 0.006 0.984
C: 0.048 1.263 0.212
C: -3.384 2.324 2.146
C: -1.664 0.388 7.178
C: -0.596 1.532 5.202
C: 3.404 -8.139 0.064
C: -2.512 -4.011 0.190
C: 2.255 -5.041 -1.546
C: 5.900 1.272 -1.351
C: -4.567 1.340 -0.656
C: 1.249 3.264 0.523
C: 2.655 -3.981 -0.520
C: -3.788 2.021 -1.768
C: -0.257 4.659 -3.035
C: 0.833 -1.016 0.896
C: 1.983 4.040 -3.447
C: 4.830 1.654 0.941
H: 4.430 2.760 -0.832
H: 1.127 -1.183 -0.142
H: 1.124 2.457 3.527
H: -3.566 -4.675 -2.078
H: 1.721 -0.656 1.420
H: -1.780 -5.851 3.048
H: 3.726 -3.953 -0.329
H: 8.609 1.219 -1.289
H: -0.753 -0.189 7.372
H: 4.473 -8.250 0.249
H: 1.916 -7.144 -1.757
H: -0.078 3.123 2.438
H: 5.707 1.016 -2.401
H: 2.256 5.113 -3.363
H: -5.384 0.267 -2.105
H: -1.316 -0.900 -0.559
H: 2.598 3.686 -4.266
H: 5.851 1.877 1.274
H: -0.489 0.236 2.031
H: 3.139 -5.122 -2.188
H: -1.529 1.326 7.728
H: -0.405 7.327 -5.232
H: -0.813 1.940 0.170
H: -3.361 2.985 3.015
H: 0.067 3.828 4.072
H: 1.059 -5.248 -3.107
H: -1.987 -0.463 3.973
H: 8.680 2.913 -1.849
H: -3.590 -4.160 0.310
H: 2.131 -4.102 0.434
H: -4.107 -2.003 -3.538
H: -1.918 -2.227 1.998
H: -2.509 -0.171 7.569
H: 1.190 -6.436 -0.290
H: -2.903 2.498 -1.346
H: -2.983 -1.187 -2.830
H: 4.623 0.663 1.346
H: 0.930 6.867 -4.151
H: -3.327 -5.520 2.286
H: -5.636 3.116 -0.135
H: -2.664 1.274 5.548
H: -2.574 -1.163 5.301
H: 6.327 0.376 -0.858
H: -3.932 1.403 2.361
H: -2.333 -2.988 -0.163
H: -1.906 7.493 -3.411
H: 4.132 2.375 1.359
H: -3.492 1.310 -2.543
H: -2.096 -3.707 -2.487
H: -5.756 1.901 1.094
H: -0.723 -4.241 1.381
H: -0.925 -0.347 -2.974
H: 0.198 -4.954 -1.795
H: -1.102 4.023 -2.723
H: 3.564 0.000 -0.523
H: 1.701 3.316 -0.482
H: 0.362 0.997 5.182
H: 2.799 -8.509 0.889
H: 3.216 -8.678 -0.869
H: -2.334 2.144 1.903
H: -1.763 5.457 -4.400
H: -2.167 -5.442 -2.776
H: 2.242 3.669 -2.450
H: -2.013 -6.351 1.395
H: -2.290 -0.027 0.448
H: 0.272 3.758 0.483
H: 0.335 0.991 -0.813
H: 2.366 -2.995 -0.892
H: -1.679 -3.226 3.255
H: 0.528 5.802 -5.477
H: -3.855 0.650 -0.177
H: -2.111 6.359 -2.254
H: -0.503 2.309 5.977
H: 2.652 1.280 -0.689
H: 0.126 4.969 -2.056
H: -0.438 -1.811 -2.943
H: -5.921 -0.230 -0.658
H: -4.390 2.780 -2.278
H: 8.008 1.627 -2.885
H: 1.914 3.776 1.217
H: 0.479 -1.921 1.388



[4]
The following is a DFT calculation (the ωB97M-V functional and the def2-TZVPD basis) of 4 unconnected molecules or ions with the total composition H8O4 at a distorted geometry.

Calculated values
Strongest force on any atom = 2.277 eV/Å
HOMO = -0.4078 Eh
SMILES string = O.O.O.O
Gap between HOMO and LUMO = 11.64 eV
E = -305.7488 hartree

CARTESIAN COORDINATES (ANGSTROEM)
O: 0.482 1.321 -0.604
O: 0.870 -0.583 1.199
O: -0.077 -1.289 -1.095
O: -1.805 0.212 0.543
H: -0.988 -1.346 -0.718
H: -0.011 -0.495 -1.687
H: 0.561 2.271 -0.549
H: 0.871 0.925 0.155
H: 1.838 -0.565 1.166
H: -1.353 -0.035 1.315
H: 0.634 -0.842 0.295
H: -1.024 0.426 -0.020



The highest strongest force on any atom belongs to which entry?
C16H32FIO2



Which formula does entry 1 have?
C16H32FIO2



Which of these has the lowest E?
C28H81N7O9